1.
This record from the Open Molecules 2025 dataset describes a structure of composition C4H16O4 at a distorted geometry. The level of theory is ωB97M-V/def2-TZVPD.

Element x y z (Å)
C  0.074704  1.119979  1.615501
O  0.742884  1.745309  0.529601
H  0.715834  1.344609  2.467901
H  -0.857476  1.673099  1.730351
H  -0.181196  0.063449  1.535691
H  1.532494  1.230999  0.346251
C  1.574064  -0.069061  -1.556449
O  2.217064  0.509639  -0.420419
H  1.001444  -0.985271  -1.412339
H  0.725854  0.580579  -1.772379
H  2.234514  -0.030781  -2.422729
H  2.824414  1.183929  -0.733539
C  -1.650976  -1.213401  0.698431
C  -1.325716  -2.355841  -0.389869
O  0.010484  -2.303211  -0.847619
H  -1.184416  -1.448921  1.654961
H  -2.717196  -1.193251  0.923931
H  -1.264036  -0.234671  0.414761
H  -1.915146  -2.209891  -1.295049
H  -1.438376  -3.334621  0.076381
H  0.018784  -2.859651  -1.629859
O  -0.425736  3.316039  0.186741
H  -1.101016  2.652929  0.043561
H  0.388754  2.818009  0.256191

Atomic forces in eV per Å
0.5 1.5 0.9
1.0 -5.2 3.1
-0.4 -0.4 0.6
0.0 -0.1 0.3
1.2 0.6 0.0
0.1 -0.4 0.2
-1.1 1.3 -1.1
3.7 -3.1 -1.7
1.5 0.0 0.6
0.0 0.6 -0.4
0.0 -0.4 0.1
0.3 -0.1 -0.2
0.4 -1.8 -1.2
-0.5 1.3 1.3
0.3 -0.3 0.3
0.2 -0.3 -0.1
-0.1 0.1 -0.4
-0.7 -0.5 -0.6
-0.8 -0.2 0.4
-0.7 0.0 -0.1
0.3 -0.1 -0.1
-5.1 6.1 -1.3
0.0 0.3 -0.3
0.2 1.1 -0.3

- F_max (Eh/bohr) = 0.1578
- M (g mol⁻¹) = 128.2
- calculated total energy (a.u.) = -462.75007
- spin multiplicity = 1
- frontier orbital gap (eV) = 9.34
- E_HOMO (eV) = -8.85

---

2.
This record from the Open Molecules 2025 dataset describes a cluster of 5 separate species, C4H16O5S in total at a distorted geometry. The level of theory is ωB97M-V/def2-TZVPD.

Element x y z (Å)
O  2.403341  1.104875  -0.358532
C  2.560059  -0.073881  -0.542670
C  1.310319  -0.877041  -1.177273
C  0.304732  -1.042122  0.014896
C  -0.173408  -2.426396  0.357023
S  1.217399  -3.067600  1.280135
H  3.558499  -0.415944  -0.557573
H  1.443899  -1.808779  -1.703329
H  0.738940  -0.056284  -1.768613
H  0.736700  -0.487475  0.888695
H  -0.480793  -0.333643  -0.307873
H  -0.404786  -3.083845  -0.515205
H  -1.193055  -2.376509  0.951531
H  1.342609  -2.299614  2.429904
O  -1.773748  1.908809  -0.103325
H  -2.478120  2.279398  -0.620032
H  -1.001666  2.122217  -0.684155
O  0.349548  1.981822  -1.820988
H  1.153454  1.832972  -1.378269
H  0.280356  2.965704  -1.931802
O  -2.794734  -0.622296  0.455540
H  -2.275364  0.044309  0.931160
H  -3.169059  -0.137554  -0.287504
O  -0.185302  1.651829  2.078476
H  -0.879224  1.765231  1.425341
H  -0.590597  1.451813  2.944445

Atomic forces in eV per Å
0.1 0.6 0.8
-2.5 -0.4 -3.3
-0.2 2.5 1.5
-0.6 2.5 -0.7
-2.1 0.9 1.3
1.0 -1.6 1.1
1.3 -1.3 0.6
0.6 -0.1 -0.2
1.7 -1.9 0.2
-0.6 -0.9 -0.4
-0.3 -0.9 0.5
0.6 0.4 0.6
2.2 -0.1 -1.0
-0.7 -0.2 -1.2
0.7 0.5 -0.6
-0.9 0.3 0.0
0.0 -0.7 0.4
-2.6 2.4 -1.5
2.2 -0.4 1.5
0.4 -1.3 -0.1
-0.3 -0.1 0.3
-0.2 -0.2 -0.4
0.1 0.0 0.1
0.4 -0.3 1.1
-0.5 0.2 0.0
0.2 0.2 -0.9

- F_max (Eh/bohr) = 0.0807
- M (g mol⁻¹) = 176.2
- calculated total energy (a.u.) = -936.32145
- structure (SMILES) = O=CCCCS.O.O.O.O
- spin multiplicity = 1
- frontier orbital gap (eV) = 8.97
- E_HOMO (eV) = -8.72

---

3.
This record from the Open Molecules 2025 dataset describes a cluster of 6 separate species, C4H16O6 in total at a distorted geometry. The level of theory is ωB97M-V/def2-TZVPD.

Element x y z (Å)
C  1.279710  0.657906  -1.505939
C  0.269179  0.816034  -0.676962
C  -0.764309  1.850785  -0.591810
C  -1.960452  1.580655  -0.046878
O  -0.371382  3.116313  -0.870799
H  1.367973  1.461752  -2.253155
H  2.174957  0.068870  -1.302612
H  0.290976  0.219397  0.243351
H  -2.812887  2.232733  -0.071877
H  -2.281739  0.596793  0.283178
H  -1.082403  3.712991  -1.117019
O  2.273352  2.099482  1.139133
H  1.685334  2.408070  0.439751
H  2.342356  2.869812  1.717475
O  -0.890585  -2.683713  -2.750848
H  -1.492209  -1.918019  -2.765928
H  -0.821703  -2.972397  -1.822576
O  -0.912824  -1.360248  2.327199
H  -1.239690  -0.466034  2.198777
H  0.055723  -1.338158  2.227643
O  -0.970884  -2.941860  -0.071023
H  -1.794158  -3.423546  -0.140366
H  -0.939178  -2.497797  0.791615
O  1.872601  -1.356888  1.515201
H  2.356210  -0.597593  1.835619
H  2.366029  -2.135339  1.268850

Atomic forces in eV per Å
0.6 2.1 -0.6
0.4 -0.9 2.0
-1.3 -0.3 0.9
-0.4 -0.6 -0.5
0.9 0.3 -1.0
0.2 -0.7 -0.2
-0.7 -0.3 -0.2
-0.3 -0.3 -0.6
0.1 0.8 0.2
0.6 -0.2 -0.3
-0.3 -0.2 0.2
0.0 0.4 0.3
0.0 -0.2 -0.2
0.1 -0.2 0.0
-0.4 0.1 -0.3
0.5 -0.6 0.3
0.1 0.7 -0.4
0.1 -0.4 0.0
0.2 0.1 0.0
0.0 0.2 0.0
0.3 -0.2 0.0
-0.3 -0.1 0.4
-0.3 0.1 0.0
-1.6 0.1 0.0
0.8 -0.1 -0.2
0.7 0.2 0.1

- F_max (Eh/bohr) = 0.0445
- M (g mol⁻¹) = 160.2
- calculated total energy (a.u.) = -613.38380
- structure (SMILES) = C=CC(=C)O.O.O.O.O.O
- spin multiplicity = 1
- frontier orbital gap (eV) = 9.33
- E_HOMO (eV) = -8.97

---

4.
This record from the Open Molecules 2025 dataset describes a structure of composition C4H17Br2N2OSr at a distorted geometry. The level of theory is ωB97M-V/def2-TZVPD.

Element x y z (Å)
N  0.402389  -1.162376  1.780053
H  -0.318308  -1.783922  1.441875
H  0.244533  -0.196730  1.529626
H  1.329798  -1.496705  1.560447
H  0.349155  -1.182293  2.788460
N  1.453956  2.666655  1.288767
H  0.802908  3.430890  1.399113
H  1.081851  2.010632  0.616995
H  1.451694  2.229050  2.199038
H  2.364482  2.833869  0.884931
Sr  2.720792  0.202228  0.083395
C  -1.189475  0.195815  0.371609
C  -0.142845  1.202883  0.140705
O  1.098185  0.825372  0.621451
H  -1.387115  0.295991  1.438860
H  -1.028549  -0.745417  -0.154021
H  -2.125479  0.578375  -0.035378
H  -0.422062  2.230739  0.372378
H  -0.139188  1.115842  -0.945811
Br  0.022355  -3.492517  -2.939846
C  -0.990065  -2.295716  -1.726372
C  -1.032378  -1.031794  -2.445269
Br  0.866584  -0.180192  -2.494497
H  -0.285926  -2.059711  -0.928509
H  -1.955472  -2.723386  -1.455852
H  -1.668170  -0.280821  -1.976324
H  -1.503651  -1.186764  -3.415826

Atomic forces in eV per Å
0.3 -1.7 2.3
-0.3 -0.5 -0.3
0.2 -0.3 -0.2
0.0 -0.6 -0.1
-0.1 -0.4 1.0
0.9 6.4 2.8
0.9 1.7 -0.1
0.6 2.0 0.4
0.6 -0.1 0.2
0.5 1.7 0.9
10.2 -4.2 -4.3
-2.6 1.4 1.0
-3.6 -0.7 -4.0
-7.6 -3.7 0.4
-0.8 -1.3 0.3
0.0 0.3 1.1
0.0 0.2 -0.1
-0.5 -0.4 0.3
0.7 1.2 0.0
-0.5 -0.2 0.7
2.2 -1.1 -0.5
-1.5 1.5 -0.7
-0.7 -0.9 -1.1
-0.3 -1.2 0.6
0.1 0.1 0.0
0.4 0.2 0.0
1.0 0.5 -0.6

- F_max (Eh/bohr) = 0.2310
- M (g mol⁻¹) = 356.6
- calculated total energy (a.u.) = -5524.74629
- spin multiplicity = 1
- frontier orbital gap (eV) = 6.65
- E_HOMO (eV) = -18.72
- total charge = +3

---

5.
This record from the Open Molecules 2025 dataset describes a cluster of 3 separate species, C4H17N2O2 in total at a distorted geometry. The level of theory is ωB97M-V/def2-TZVPD.

Element x y z (Å)
C  1.646748  -0.675199  -1.666727
C  1.829346  -1.056399  -0.208996
C  0.583882  -1.324440  0.642734
C  -1.574206  -0.337134  1.399132
N  -0.193491  -0.133038  0.969513
N  0.839330  0.570023  -1.780346
H  0.967892  -1.384727  -2.132836
H  2.638061  -0.610752  -2.146030
H  2.358557  -1.991819  -0.064465
H  2.402628  -0.217447  0.208072
H  0.816849  -1.971552  1.503301
H  -0.048187  -2.006010  0.047818
H  -2.284140  -0.770684  0.697290
H  -1.821232  0.634835  1.853569
H  -1.702616  -0.999679  2.266734
H  0.378848  0.448292  1.641520
H  -0.196577  0.446417  0.093217
H  1.385734  1.408413  -1.922265
H  0.126833  0.570393  -2.495378
H  0.178625  1.550229  3.748846
H  1.600562  1.755771  2.996984
O  0.761039  1.287973  3.035854
H  -2.946707  1.856194  -2.476351
H  -3.963220  0.954952  -3.112743
O  -3.197515  0.911001  -2.550272

Atomic forces in eV per Å
-1.4 0.3 -0.2
0.0 0.6 0.9
-0.1 -1.9 -1.4
-0.7 0.5 2.4
0.8 0.5 -1.1
0.2 0.4 0.8
0.6 -0.6 -0.4
-0.6 -0.1 -0.1
0.7 0.1 -0.4
0.2 -0.4 0.4
0.0 0.9 0.2
-0.1 0.4 0.0
0.4 0.7 -0.7
-0.8 -0.2 -0.8
0.9 -0.1 -0.2
-1.1 -0.4 0.1
0.1 -0.4 0.2
0.2 0.0 0.1
0.1 -0.4 -0.2
0.4 0.5 0.3
-0.2 0.3 0.7
0.1 -0.5 -0.7
-0.1 -0.8 0.0
-0.6 -0.2 -0.4
0.8 1.1 0.4

- F_max (Eh/bohr) = 0.0497
- M (g mol⁻¹) = 125.2
- calculated total energy (a.u.) = -422.35261
- spin multiplicity = 1
- frontier orbital gap (eV) = 10.57
- E_HOMO (eV) = -13.27
- total charge = +1

---

6.
This record from the Open Molecules 2025 dataset describes a cluster of 3 separate species, C4H17N2O2 in total at a distorted geometry. The level of theory is ωB97M-V/def2-TZVPD.

Element x y z (Å)
C  2.572427  -1.158527  -0.033836
C  0.958416  -1.455237  0.176292
C  0.459879  -0.004951  0.344804
C  -0.840020  0.136123  1.188808
N  -1.986781  -0.266749  0.172851
N  0.347459  -2.139001  -0.926237
H  2.632663  -0.335750  -0.713214
H  3.250468  -0.936088  0.758435
H  2.940173  -2.142980  -0.404933
H  0.779962  -1.973948  1.143289
H  1.243053  0.437995  0.996351
H  0.255474  0.316597  -0.662667
H  -0.983429  1.086778  1.633686
H  -0.852900  -0.705234  2.048197
H  -1.708061  -0.063010  -0.799895
H  -1.933427  -1.336434  0.411468
H  -2.903738  0.119648  0.364370
H  0.876820  -2.369375  -1.707383
H  -0.157942  -2.939438  -0.558158
H  -1.916611  2.571651  -1.852789
H  -1.990116  1.636345  -2.898584
O  -2.138446  1.673739  -2.038766
H  0.829439  3.373108  0.509912
H  -0.007702  3.560996  1.691152
O  0.272940  2.913754  1.156841

Atomic forces in eV per Å
-1.2 -2.6 -1.7
1.9 -0.3 0.7
-1.1 0.9 2.4
0.1 -3.5 -0.2
1.8 -2.7 2.1
0.4 -0.3 4.4
0.2 0.1 -0.9
-0.6 0.3 1.6
0.1 0.9 -0.3
-0.2 -0.1 -0.8
-0.5 0.5 -1.2
0.7 1.2 -0.1
-0.1 1.0 -0.1
-0.1 2.1 -1.8
-0.5 0.3 0.2
-1.2 2.5 -1.3
-0.4 0.0 0.1
1.1 0.1 -2.5
-0.6 -0.3 -0.6
0.1 1.2 0.7
0.8 -0.7 -6.5
-0.7 -0.7 5.9
-0.1 -0.2 0.2
-1.7 3.9 3.4
1.9 -3.6 -3.6

- F_max (Eh/bohr) = 0.1280
- M (g mol⁻¹) = 125.2
- calculated total energy (a.u.) = -421.82991
- spin multiplicity = 2
- frontier orbital gap (alpha / beta) (eV) = 11.23 / 5.75
- E_HOMO (alpha / beta) (eV) = -18.34 / -18.34
- <S²> = 0.755
- total charge = +2

---

- Which formula does entry 1 have?
  C4H16O4

---

- Which value of F_max does entry 3 give?
  0.0445 Eh/bohr